{
  "formula": "C6H12O",
  "method": "ωB97M-V/def2-TZVPD",
  "symbols": ["C", "O", "C", "C", "C", "C", "C", "H", "H", "H", "H", "H", "H", "H", "H", "H", "H", "H", "H"],
  "positions_angstrom": [[2.543, -0.352, -0.514], [1.498, 0.499, -0.144], [0.632, 0.108, 0.909], [-0.776, 0.140, 0.328], [-1.641, 1.362, 0.674], [-0.710, -0.336, -1.139], [-1.480, -1.106, -0.130], [2.371, -1.397, -0.210], [3.472, 0.012, -0.064], [2.638, -0.327, -1.610], [0.907, -0.884, 1.299], [0.753, 0.833, 1.728], [-1.117, 2.060, 1.339], [-2.579, 1.097, 1.180], [-1.904, 1.922, -0.228], [0.189, -0.824, -1.526], [-1.166, 0.321, -1.872], [-1.070, -2.066, 0.168], [-2.560, -1.061, -0.188]],
  "atomic_forces_ev_per_a": [[0.3, -0.1, 0.0], [0.4, 0.5, 0.3], [0.0, -0.1, 0.0], [0.3, 0.2, -0.7], [0.1, 0.0, -0.2], [-0.1, 0.3, 0.0], [-0.3, -0.3, 0.2], [0.0, 0.2, 0.0], [0.2, -0.3, -0.1], [0.0, 0.0, 0.3], [0.0, 0.1, -0.2], [-0.2, -0.2, -0.1], [0.0, -0.2, -0.2], [0.2, -0.1, -0.1], [0.0, 0.0, 0.1], [-0.2, 0.4, 0.4], [-0.3, -0.3, 0.1], [-0.1, 0.1, 0.0], [-0.1, -0.1, 0.2]],
  "mulliken_charge": [-0.77, -0.33, -0.89, 1.34, -1.47, -0.65, -0.75, 0.34, 0.28, 0.25, 0.35, 0.39, 0.37, 0.35, 0.30, 0.11, 0.26, 0.25, 0.28],
  "charge": 0,
  "smiles": "COCC1(C)CC1",
  "lumo_energy_ha": 0.0395
}